{"formula": "C3H6N2S", "method": "wB97M-V/def2-TZVPD", "homo_energy_ev": -8.65, "lumo_ha": 0.040, "relative_energy_ev": 2.6412, "largest_force_ev_per_a": 3.04, "smiles": "N/N=C/[C@H]1CS1", "symbols": ["N", "N", "C", "C", "C", "S", "H", "H", "H", "H", "H", "H"], "positions_angstrom": [[1.988621, 0.210883, -1.613785], [0.700741, 0.279778, -1.004335], [0.430648, -0.530966, -0.107210], [-0.902859, -0.495493, 0.689198], [-1.466247, 0.743163, 1.374385], [-2.432261, 0.011065, 0.071497], [2.064449, 0.856271, -2.385007], [2.291777, -0.715622, -1.822441], [1.154945, -1.364745, -0.003542], [-0.918123, -1.387111, 1.302595], [-1.724273, 0.613684, 2.412945], [-1.187417, 1.779094, 1.085702]], "atomic_forces_ev_per_a": [[-1.38, 0.62, 1.13], [1.34, 2.15, -1.68], [-0.83, -1.30, 0.50], [2.92, -0.04, 0.14], [0.62, 0.55, -0.57], [-1.71, -0.04, -0.70], [-0.32, -0.25, -0.03], [0.16, -0.66, -0.24], [-0.58, 0.07, 0.83], [-0.26, 0.01, 0.23], [-0.41, -0.02, 0.07], [0.45, -1.08, 0.31]]}

---

{"formula": "C5H9FN2", "method": "wB97M-V/def2-TZVPD", "homo_energy_ev": -9.33, "lumo_ha": 0.031, "relative_energy_ev": 3.3627, "largest_force_ev_per_a": 6.80, "smiles": "[H]/N=C(\\C)N1C[C@H]1CF", "symbols": ["H", "N", "C", "C", "N", "C", "C", "C", "F", "H", "H", "H", "H", "H", "H", "H", "H"], "positions_angstrom": [[-1.174372, -2.281840, 0.226134], [-0.360352, -1.852755, -0.198501], [-0.772733, -0.646203, -0.332208], [-2.300913, -0.276354, -0.085171], [-0.079641, 0.428188, -0.734265], [0.121430, 1.418523, 0.081593], [1.410138, 0.722257, -0.406080], [2.192969, -0.199399, 0.359455], [3.115164, -0.977444, -0.395349], [-2.400398, 0.544577, 0.659299], [-2.877013, -0.199760, -1.136750], [-2.618043, -1.191547, 0.531295], [-0.207844, 1.327164, 1.198286], [0.001728, 2.407479, -0.389724], [1.765351, 1.214604, -1.364696], [1.347732, -0.870451, 0.872179], [2.836800, 0.432962, 1.114499]], "atomic_forces_ev_per_a": [[0.16, -0.98, -0.32], [-0.10, 1.17, 0.22], [-2.68, -1.05, 0.38], [0.35, -1.90, -0.11], [1.41, -3.96, -3.92], [1.58, 4.85, 4.50], [-3.06, 1.86, -3.62], [0.58, -1.04, 3.20], [-1.32, 0.79, 0.59], [-0.16, -0.03, -1.16], [1.25, 0.11, 2.76], [-0.34, 1.28, -1.22], [0.75, 0.28, -1.93], [-0.13, -0.04, 0.86], [0.24, -0.69, 1.61], [2.58, 0.94, -0.67], [-1.11, -1.58, -1.17]]}